[1]
The following is a DFT calculation (wB97M-V/def2-TZVPD) of a structure of composition C10H12O3Se.

Atoms and positions in Å:
C1 -0.41088 -0.71882 -0.64259
C2 0.34589 -1.68714 0.15951
C3 1.50632 -1.51293 0.72563
C4 -0.05957 0.48657 -1.11230
C5 1.33237 1.10782 -0.98993
C6 1.34215 2.21524 -0.26340
C7 -0.45094 -2.89613 0.47158
C8 2.66763 -1.66466 1.23266
C9 -2.23423 1.18915 -1.94812
C10 3.61690 0.97865 -1.12529
O1 -1.62731 -3.03661 0.28328
O2 -0.87648 1.46327 -1.61948
O3 2.43194 0.34261 -1.33637
Se1 1.17478 3.59469 0.67888
H1 -1.46118 -1.08272 -0.70157
H2 0.24108 -3.64863 0.97963
H3 3.44483 -1.95888 0.61385
H4 3.52837 -1.86241 3.91977
H5 2.90013 -1.37271 2.24913
H6 -2.96520 0.75403 -1.12994
H7 -2.45076 0.47392 -2.69990
H8 -2.47451 2.18201 -2.36777
H9 4.48276 0.30808 -1.21719
H10 3.65906 1.42508 -0.02645
H11 3.78936 1.84922 -1.83203
H12 3.18103 -1.16509 4.22201

Properties
- relative energy (zero: lowest compared OMol25 entry of this formula, charge and spin) (kcal per mole) = 29.0
- HOMO-LUMO gap (spin up / spin down) (eV) = 7.021 / 6.522
- spin multiplicity = 3
- total charge = 0
- expectation value of S² = 2.024

Atomic partial charges in e from the Löwdin method, atoms 1 to 8:
1. C 0.02
2. C -0.20
3. C -0.03
4. C -0.20
5. C -0.27
6. C -0.66
7. C -0.23
8. C 0.05

---

[2]
The following is a DFT calculation (wB97M-V/def2-TZVPD) of an isolated molecule of C10H12OS.

Atoms and positions in Å:
C1 0.77822 1.62080 2.09600
C2 -0.45234 1.18094 2.84050
O1 -0.46190 0.41238 3.73955
C3 -1.69520 1.58519 2.12191
S1 -2.18264 0.39022 0.71818
C4 -0.99502 0.75904 -0.54620
C5 -0.21174 -0.21561 -1.02104
C6 0.79135 0.11659 -1.99211
C7 1.57876 -0.85810 -2.57984
C8 1.33992 -2.27194 -2.16978
C9 0.23173 -2.62983 -1.46943
C10 -0.52488 -1.63229 -0.66804
H1 1.29455 2.31529 2.73852
H2 0.51455 2.16836 1.06322
H3 1.41625 0.77592 1.83385
H4 -2.56648 1.62781 2.74410
H5 -1.40661 2.51514 1.54324
H6 -0.94763 1.76435 -0.78175
H7 0.91731 1.17778 -2.43614
H8 2.26905 -0.60642 -3.39627
H9 2.06823 -3.02057 -2.73532
H10 0.13432 -3.72164 -1.21814
H11 -1.56085 -1.78047 -0.82252
H12 -0.32894 -1.67294 0.39753

Properties
- relative energy (zero: lowest compared OMol25 entry of this formula, charge and spin) (kcal per mole) = 52.4
- HOMO-LUMO gap (eV) = 7.729
- SMILES = CC(=O)CS/C=C1/C=CC=CC1
- total charge = 0

Atomic partial charges in e from the Löwdin method, atoms 1 to 8:
1. C -0.02
2. C -0.56
3. O 0.10
4. C -0.35
5. S 0.91
6. C -0.41
7. C -0.33
8. C -0.07

---

[3]
The following is a DFT calculation (wB97M-V/def2-TZVPD) of a structure of composition C10H13AsAuBrF6O3Sb.

Atoms and positions in Å:
Au1 -0.20170 -0.18220 -0.83060
Br1 -4.01050 2.60820 0.78160
C1 -4.25590 1.02940 -0.23040
C2 -5.37720 0.89350 -1.03270
C3 -5.56080 -0.28220 -1.73990
C4 -4.62530 -1.30410 -1.66950
C5 -3.49830 -1.12490 -0.88430
C6 -3.30830 0.01910 -0.13620
C7 -2.44380 -2.28660 -0.85210
O1 -2.92320 -3.37160 -0.63980
O2 -1.26640 -1.94020 -1.09520
H1 -6.10160 1.69240 -1.09390
H2 -6.43890 -0.41020 -2.35250
H3 -4.77070 -2.22780 -2.20700
H4 -2.45180 0.12890 0.51200
C8 -0.64900 4.41670 0.32630
As1 0.57050 3.15120 -0.52150
C9 2.16780 3.33510 0.56510
C10 0.61360 3.80980 -2.35230
O3 -0.37700 1.79760 -0.36170
H5 -0.23040 5.42480 0.32420
H6 -0.83030 4.09150 1.35210
H7 -1.59780 4.40090 -0.21030
H8 2.17390 4.36170 0.93890
H9 3.07730 3.14690 0.00180
H10 2.10300 2.64230 1.40500
H11 1.02630 4.81970 -2.33140
H12 -0.42620 3.84040 -2.68880
H13 1.21010 3.17660 -3.00550
F1 2.02180 0.39540 0.34240
Sb1 3.24830 0.09990 -1.13950
F2 4.41910 -0.01410 -2.60190
F3 4.48550 1.17490 -0.16790
F4 2.50850 1.75190 -1.84630
F5 3.74930 -1.51780 -0.33800
F6 1.92800 -0.80770 -2.19440

Properties
- relative energy (zero: lowest compared OMol25 entry of this formula, charge and spin) (kcal per mole) = 0.0
- HOMO-LUMO gap (spin up / spin down) (eV) = 9.016 / 5.146
- spin multiplicity = 2
- total charge = 0
- expectation value of S² = 0.757

Atomic partial charges in e from the Löwdin method, atoms 1 to 8:
1. Au 1.10
2. Br 0.77
3. C -0.67
4. C -0.12
5. C -0.06
6. C -0.01
7. C -0.13
8. C -0.12

---

[4]
The following is a DFT calculation (wB97M-V/def2-TZVPD) of a structure of composition C10H13AuClHfN3O7.

Atoms and positions in Å:
Au1 0.80718 -2.73186 -3.01996
Cl1 -0.50894 0.38834 -3.51036
C1 -1.10931 -3.38404 -2.53936
C2 2.42138 -2.45489 -4.29713
H1 -1.16639 -4.39417 -2.97687
H2 -1.24399 -3.38034 -1.45283
H3 -1.79016 -2.69055 -3.05313
H4 2.63638 -3.43639 -4.74633
H5 3.25152 -2.08772 -3.67765
H6 2.10805 -1.71443 -5.04521
Hf1 0.48723 0.18641 -1.38358
C3 2.64214 0.45169 -1.35606
C4 0.91261 -1.86701 -0.92163
H7 3.19359 -0.47432 -1.56664
H8 2.97739 1.21730 -2.08122
H9 2.97985 0.80014 -0.35864
H10 1.94128 -2.14982 -0.65660
H11 0.17203 -2.45431 -0.35934
O1 -1.69506 2.68265 5.81713
N1 -1.41691 3.24143 4.74085
O2 -1.16700 4.46463 4.65796
C5 -1.35774 2.45145 3.52835
C6 -1.60497 1.07174 3.57299
C7 -1.49845 0.30677 2.41631
C8 -0.99657 0.88131 1.22302
O3 -0.70983 0.11310 0.20047
C9 -0.76172 2.29762 1.19729
C10 -1.01863 3.08690 2.32097
N2 -0.23112 2.94951 0.03114
O4 -0.37004 4.15707 -0.11124
O5 0.46761 2.25465 -0.85524
N3 -1.75938 -1.13174 2.46721
O6 -1.68268 -1.66500 3.59728
O7 -2.08555 -1.75370 1.44350
H12 -1.92232 0.60440 4.49769
H13 -0.90148 4.16317 2.25689

Properties
- HOMO-LUMO gap (spin up / spin down) (eV) = 3.939 / 5.975
- spin multiplicity = 3
- total charge = 0
- expectation value of S² = 2.014

Atomic partial charges in e from the Löwdin method, atoms 1 to 8:
1. Au 0.78
2. Cl -0.05
3. C -0.24
4. C -0.20
5. H -0.01
6. H -0.02
7. H -0.01
8. H 0.00

---

[5]
The following is a DFT calculation (wB97M-V/def2-TZVPD) of a structure of composition C10H13Br4N3O2Pd.

Atoms and positions in Å:
Pd1 0.55072 0.40291 0.33905
N1 0.26651 0.24645 2.36161
C1 0.17780 -1.11453 2.96330
C2 -0.68344 -2.05987 2.13329
N2 -0.33642 -2.06768 0.71347
C3 0.81737 -2.87363 0.32014
C4 2.15144 -2.21764 0.65779
N3 2.22252 -0.79949 0.19795
H1 0.96648 0.79070 2.86203
H2 -0.61637 0.73598 2.51176
H3 -0.24537 -1.02921 3.96516
H4 1.19192 -1.48273 3.08372
H5 -1.72685 -1.74949 2.21356
H6 -0.61167 -3.05399 2.58947
H7 -1.14149 -2.35733 0.17569
H8 0.75687 -3.02499 -0.75911
H9 0.81453 -3.86672 0.78366
H10 2.95839 -2.77813 0.18444
H11 2.34973 -2.22998 1.72505
H12 2.41205 -0.78692 -0.80455
H13 3.02576 -0.34604 0.62821
Br1 -3.53872 4.74195 -3.14910
C5 -2.25394 3.52553 -2.64682
C6 -1.31422 3.00327 -3.69596
Br2 -1.50718 3.60582 -5.42284
C7 -0.33704 2.10100 -3.40536
Br3 0.86318 1.39943 -4.64232
C8 -0.20996 1.65736 -2.05415
O1 0.64320 0.84771 -1.66402
C9 -1.16646 2.18637 -0.98834
O2 -0.99801 1.74715 0.15803
C10 -2.17953 3.12643 -1.34738
Br4 -3.30182 3.72031 0.01257

Properties
- relative energy (zero: lowest compared OMol25 entry of this formula, charge and spin) (kcal per mole) = 15.4
- HOMO-LUMO gap (eV) = 5.883
- total charge = +2

Atomic partial charges in e from the Löwdin method, atoms 1 to 8:
1. Pd 1.04
2. N -0.04
3. C -0.18
4. C -0.19
5. N -0.11
6. C -0.19
7. C -0.18
8. N -0.04

---

[6]
The following is a DFT calculation (wB97M-V/def2-TZVPD) of an isolated molecule of C10H13BrO2.

Atoms and positions in Å:
C1 1.61708 -1.28479 -2.12243
C2 0.60513 -0.78466 -1.12160
C3 0.99569 -0.03042 -0.01456
Br1 2.96410 0.38032 -0.17372
C4 0.07849 0.74670 0.69604
C5 0.15593 2.13584 0.03512
C6 0.23121 0.89076 2.19053
C7 -1.29656 0.03404 0.72315
C8 -1.65587 -0.21467 -0.75695
C9 -0.77407 -1.38539 -1.00618
O1 -0.91082 -2.17871 0.16101
C10 -0.94341 -1.33749 1.21991
O2 -0.75197 -1.82901 2.37071
H1 1.05441 -2.15813 -2.57420
H2 2.47951 -1.59709 -1.49250
H3 1.92559 -0.57858 -2.86107
H4 0.38799 2.35978 -1.02396
H5 0.95821 2.60899 0.59289
H6 -0.81014 2.65450 0.24924
H7 0.37189 -0.05680 2.78377
H8 -0.58689 1.42852 2.59317
H9 1.08230 1.63543 2.30874
H10 -2.12752 0.38608 1.29745
H11 -2.69023 -0.48340 -0.91274
H12 -1.37633 0.66743 -1.28909
H13 -0.98376 -2.00924 -1.87272

Properties
- relative energy (zero: lowest compared OMol25 entry of this formula, charge and spin) (kcal per mole) = 22.4
- HOMO-LUMO gap (eV) = 9.558
- SMILES = CC1=C(Br)C(C)(C)[C@H]2C[C@@H]1OC2=O
- total charge = 0

Atomic partial charges in e from the Löwdin method, atoms 1 to 8:
1. C -0.11
2. C -0.23
3. C -0.45
4. Br 0.75
5. C -0.57
6. C -0.04
7. C -0.04
8. C -0.13